DFT (wB97M-V/def2-TZVPD) results for the molecule C17H27Cl2N3O5S.

Its SMILES is [H]/N=C(/N)NCCCC[C@]1(CCCS)OC(=O)O[C@]1(CCOC=O)/C(Cl)=C(\C)Cl. As for the calculated total energy: -68653.04459 eV. As for the LUMO energy: 0.00654 Eh. The HOMO energy comes out at -0.346 Ha. The multiplicity is 1. Its charge is 0.

```
55
Properties=species:S:1:pos:R:3:lowdin_charge:R:1
C -3.15971 0.26082 0.32542 -0.09
C -3.00140 1.26421 -0.79273 -0.68
Cl -4.45149 1.50585 -1.76623 0.66
C -1.89637 1.92798 -1.08983 -0.57
Cl -2.00130 3.03289 -2.46146 0.73
C -0.58552 1.76251 -0.33973 -0.33
C 0.21900 3.10818 -0.49092 -0.10
C -0.45831 4.16572 0.40970 -0.16
O -0.09736 5.51148 0.00591 -0.04
C 0.09970 6.22369 1.16299 -0.38
O 1.15248 6.52939 1.53240 0.15
O -0.62367 1.60147 1.08421 0.06
C 0.56647 1.09089 1.56020 -0.56
O 0.91800 1.08814 2.64165 0.25
O 1.24994 0.63156 0.46594 0.06
C 0.34997 0.57190 -0.67584 -0.31
C 1.29978 0.68038 -1.89623 -0.08
C 0.90771 -0.17677 -3.12735 -0.26
C -0.51005 0.09978 -3.69422 -0.55
S -0.89313 -1.23065 -4.92198 0.69
C -0.21138 -0.87450 -0.52571 -0.10
C 0.88326 -1.96005 -0.41341 -0.16
C 1.25616 -2.35118 1.05235 -0.18
C 1.52487 -3.86964 1.16848 -0.20
N 2.09474 -4.15102 2.52720 0.01
C 1.11409 -3.98359 3.55576 -0.57
N 1.19811 -3.15646 4.49553 0.14
N -0.05111 -4.83886 3.51565 0.08
H -4.24131 0.12453 0.47710 0.07
H -2.77417 0.61285 1.28678 0.09
H -2.78781 -0.73437 0.06774 0.07
H 1.24177 2.99701 -0.10517 0.14
H 0.31955 3.42786 -1.53216 0.09
H -1.54302 4.01294 0.52017 0.14
H -0.03130 4.01973 1.41483 0.13
H -0.76728 6.50741 1.79543 0.16
H 2.27426 0.30770 -1.55145 0.13
H 1.47444 1.70502 -2.24827 0.12
H 1.61206 0.09433 -3.93063 0.11
H 1.03216 -1.25553 -2.98328 0.08
H -0.51838 1.04606 -4.24581 0.06
H -1.30654 0.09015 -2.94548 0.04
H -1.58941 -2.13381 -4.18136 -0.15
H -0.74685 -0.87792 0.43670 0.10
H -0.98387 -1.10208 -1.27318 0.11
H 0.49955 -2.86504 -0.91709 0.12
H 1.81674 -1.71405 -0.93272 0.11
H 2.20798 -1.84411 1.27243 0.12
H 0.46482 -2.01305 1.73509 0.11
H 2.31559 -4.16065 0.46249 0.12
H 0.62433 -4.46852 0.99869 0.11
H 2.76956 -3.40443 2.67506 0.10
H 2.04385 -2.58984 4.40554 0.05
H 0.31843 -5.75376 3.24847 0.08
H -0.61862 -4.49257 2.74233 0.07
```



DFT (wB97M-V/def2-TZVPD) results for C17H27Cl5MoN5O2 as an isolated structure.

As for the calculated total energy: -94056.77687 eV. As for the LUMO energy (alpha / beta): -0.35353 / -0.37325 Eh. The HOMO energy (alpha / beta) comes out at -0.627 / -0.629 Ha. The multiplicity is 3. The expectation value of S² is 2.021. The energy above the lowest of the compared OMol25 structures with the same formula, charge and spin is 11.4 kcal/mol. Its charge is +3.

```
57
Properties=species:S:1:pos:R:3:mulliken_spin:R:1
Mo -0.52026 0.63126 -0.55165 2.15
N -0.79275 -1.01576 -2.16232 -0.02
C -0.42720 -0.53498 -3.52796 0.00
C 0.41904 0.71160 -3.38092 0.01
N -0.22944 1.70059 -2.46363 -0.05
C -1.49865 2.22509 -3.07085 0.01
C -2.61561 2.39498 -2.04489 0.01
N -2.58359 1.26717 -1.07343 -0.01
C 0.74288 2.80497 -2.22979 0.00
C 0.15428 3.73789 -1.19872 -0.01
N -0.33842 2.87294 -0.08840 -0.03
H -0.16331 -1.76845 -1.90640 0.00
H -1.70556 -1.46545 -2.18639 0.00
H -1.33414 -0.35732 -4.10117 0.00
H 0.14223 -1.28408 -4.07666 0.00
H 0.61094 1.16417 -4.35722 0.00
H 1.38235 0.43880 -2.94418 0.00
H -1.82832 1.53388 -3.84143 0.00
H -1.31158 3.17665 -3.57009 0.00
H -3.57221 2.43573 -2.56547 0.00
H -2.51753 3.32506 -1.49201 0.00
H -3.09063 0.47584 -1.46945 0.01
H -3.13870 1.51255 -0.25425 0.01
H 0.97953 3.32573 -3.16009 0.00
H 1.66406 2.36494 -1.83875 0.01
H -0.65397 4.33715 -1.61220 0.00
H 0.91501 4.43118 -0.84119 0.00
H -1.13576 3.30906 0.36970 0.00
H 0.38921 2.87646 0.62386 -0.01
O -0.37059 -1.42375 0.39945 -0.01
C 0.88701 -1.41084 0.27591 0.01
O 1.43096 -0.44382 -0.31677 0.00
C 1.71075 -2.56163 0.85182 -0.01
N 1.63413 -2.54828 2.36328 0.00
C 1.71549 -3.99289 2.85479 0.00
C 1.78492 -4.83896 1.58301 0.00
C 1.16542 -3.94771 0.50209 0.00
H 2.75141 -2.45130 0.55440 0.00
H 0.73952 -2.14428 2.65087 0.00
H 2.37288 -1.97478 2.77344 0.00
H 0.82283 -4.19699 3.44050 0.00
H 2.58781 -4.11384 3.49095 0.00
H 1.24228 -5.77390 1.69883 0.00
H 2.81684 -5.08098 1.33102 0.00
H 0.07656 -3.93818 0.57366 0.00
H 1.45315 -4.26429 -0.49917 0.00
Cl -2.85371 -0.18365 1.61584 0.02
C -1.41789 0.38892 2.39717 0.03
C -0.36967 0.85179 1.59791 -0.09
C 0.78531 1.25165 2.28589 -0.01
Cl 2.12873 1.94936 1.41910 0.00
C 0.90352 1.16844 3.67406 -0.01
Cl 2.35378 1.63413 4.45674 0.00
C -0.17746 0.70491 4.43333 0.02
Cl -0.06237 0.61992 6.12817 0.00
C -1.35858 0.32245 3.78615 -0.01
Cl -2.69499 -0.22915 4.69352 0.00
```



DFT (wB97M-V/def2-TZVPD) results for a 2-piece molecular cluster, C17H27ClNO4P overall.

Its SMILES is CC(C)CCC1=C(CCCN)C(=O)C(P(O)Cl)=CC1=O.CC(C)=O. As for the calculated total energy: -49558.45944 eV. As for the LUMO energy: -0.04258 Eh. The HOMO energy comes out at -0.341 Ha. The multiplicity is 1. Its charge is 0.

```
51
Properties=species:S:1:pos:R:3:lowdin_charge:R:1
C -2.31954 -1.13957 -2.14148 -0.08
C -1.60683 -0.09177 -1.25944 -0.40
C -0.20517 0.11205 -1.85277 -0.06
C -1.57942 -0.68182 0.14680 -0.18
C -0.96506 0.20135 1.24316 -0.10
C 0.52972 0.15005 1.33094 -0.10
C 1.24893 -0.73807 2.03354 -0.09
C 0.69775 -1.83415 2.88410 -0.13
C 0.08032 -3.01625 2.12781 -0.20
C 0.12615 -4.29480 2.95469 -0.30
N -0.77090 -5.34672 2.51041 -0.01
C 2.72915 -0.57302 2.00795 -0.34
O 3.43971 -0.83117 2.97043 0.10
C 3.31115 -0.04103 0.73836 -0.32
P 4.96400 -0.59403 0.12004 0.60
O 5.30646 0.65885 -0.88558 -0.37
Cl 4.41839 -2.04293 -1.26474 0.20
C 2.59635 0.85172 0.06042 0.00
C 1.26752 1.23436 0.61412 -0.33
O 0.81686 2.37017 0.52494 0.11
H -3.17161 -1.54319 -1.59993 0.07
H -1.63054 -1.96912 -2.26764 0.08
H -2.59580 -0.73895 -3.10684 0.08
H -2.18057 0.82739 -1.30672 0.13
H 0.52594 -0.39009 -1.21890 0.07
H 0.06455 1.15784 -1.87747 0.05
H -0.11329 -0.32071 -2.84005 0.08
H -1.12614 -1.66348 0.07722 0.10
H -2.61632 -0.84666 0.43375 0.11
H -1.36157 -0.08070 2.21418 0.12
H -1.25326 1.22805 1.03799 0.12
H 1.53728 -2.22797 3.45362 0.11
H -0.01534 -1.47082 3.61767 0.13
H 0.50438 -3.14166 1.13612 0.12
H -0.97176 -2.79521 1.97096 0.10
H 1.14306 -4.66965 3.02777 0.11
H -0.17028 -4.03009 3.96710 0.11
H -0.58778 -5.58212 1.54543 0.06
H -1.73271 -5.05398 2.59224 0.06
H 4.78391 0.54172 -1.68998 0.03
H 2.92915 1.32226 -0.84864 0.12
C -1.01345 4.81026 -1.16890 -0.01
C -1.40170 4.13282 -2.45774 -0.49
O -1.01736 3.02006 -2.74031 0.06
C -2.29969 4.90820 -3.39173 -0.02
H -0.37091 4.15509 -0.58903 0.06
H -0.47761 5.73664 -1.38292 0.09
H -1.90726 5.04011 -0.58603 0.09
H -1.81280 5.83719 -3.69156 0.08
H -3.24265 5.14143 -2.89510 0.08
H -2.50340 4.31207 -4.27829 0.08
```



DFT (wB97M-V/def2-TZVPD) results for C17H27MnN2OSi as an isolated structure.

As for the calculated total energy: -62292.56646 eV. As for the LUMO energy (alpha / beta): 0.00591 / -0.00098 Eh. The HOMO energy (alpha / beta) comes out at -0.279 / -0.281 Ha. The multiplicity is 5. The expectation value of S² is 6.118. Its charge is 0.

```
49
Properties=species:S:1:pos:R:3:mulliken_spin:R:1
Mn -0.75596 0.66433 -0.80851 4.23
C -3.44637 -1.99872 -1.52427 0.01
C -2.02747 -2.18083 -1.97927 0.01
C -1.64710 -3.19016 -2.83518 0.00
C -0.31206 -3.23380 -3.26709 0.00
C 0.60434 -2.31842 -2.81815 0.01
C 0.18196 -1.35184 -1.87448 -0.04
N -1.13655 -1.29308 -1.51362 0.03
N 0.92386 -0.38983 -1.30357 0.08
Si 2.61215 -0.04759 -1.39308 0.01
C 3.63499 -1.60795 -1.30994 0.00
C 2.97335 1.05940 0.05487 0.00
C 3.02534 0.86574 -2.96572 0.00
H -4.02390 -2.91076 -1.66590 0.00
H -3.92769 -1.20071 -2.09484 0.00
H -3.46906 -1.71549 -0.47238 0.00
H -2.37364 -3.91430 -3.17562 0.00
H -0.00528 -3.99561 -3.97417 0.00
H 1.63166 -2.32262 -3.15598 0.00
H 3.13128 -2.36864 -0.70771 0.00
H 4.60733 -1.40368 -0.85189 0.00
H 3.81874 -2.02443 -2.30382 0.00
H 2.86365 0.51216 0.99537 0.00
H 2.25127 1.88051 0.07513 0.00
H 3.97850 1.48893 0.01651 0.00
H 2.78608 0.26482 -3.84771 0.00
H 4.08736 1.12556 -3.01188 0.00
H 2.44566 1.79130 -3.02650 0.00
C 0.16112 1.32502 4.36111 0.01
C -1.06733 0.59341 3.80042 0.01
C -2.34468 1.27676 4.30235 0.01
C -1.04670 -0.86758 4.26689 0.00
C -1.02588 0.64023 2.32612 0.06
C -0.99118 0.67886 1.11596 -0.17
H 0.14245 1.30521 5.45397 0.00
H 0.17330 2.36523 4.03065 0.00
H 1.08159 0.84856 4.01874 0.00
H -2.37100 1.26349 5.39496 0.00
H -3.23014 0.76153 3.92720 0.00
H -2.38491 2.31390 3.96578 0.00
H -1.05247 -0.91299 5.35900 0.00
H -0.15329 -1.37517 3.90072 0.00
H -1.92017 -1.40306 3.89197 0.00
C -1.09951 3.91904 -1.37911 -0.04
C -0.99157 2.44746 -1.41958 -0.22
O -0.85421 1.80078 -2.45606 0.00
H -2.15454 4.17759 -1.50713 0.00
H -0.53008 4.35465 -2.19912 0.00
H -0.77321 4.30280 -0.41541 0.00
```



DFT (wB97M-V/def2-TZVPD) results for the molecule C17H27N3OS2.

Its SMILES is COCCNC(=S)N[C@@H]1C[C@H]2CCC[C@@H](C1)N2Cc1cccs1. As for the calculated total energy: -46255.45049 eV. As for the LUMO energy: 0.01309 Eh. The HOMO energy comes out at -0.292 Ha. The multiplicity is 1. The energy above the lowest of the compared OMol25 structures with the same formula, charge and spin is 0.0 kcal/mol. Its charge is 0.

```
50
Properties=species:S:1:pos:R:3:lowdin_charge:R:1
C 1.08765 1.09653 -5.23823 -0.12
H 0.32988 1.40109 -4.50518 0.07
O 2.09418 2.06344 -5.39370 -0.19
C 3.09118 2.06800 -4.39840 -0.22
C 2.68358 2.74742 -3.07838 -0.21
N 1.82937 1.94224 -2.23923 -0.02
C 2.29545 0.90079 -1.50662 -0.84
N 1.35474 0.10660 -0.95291 0.03
H 0.39744 0.43397 -0.90985 0.13
C 1.65124 -0.88496 0.06100 -0.34
C 0.65435 -2.03854 -0.06206 -0.07
H 1.04473 -2.89718 0.48173 0.11
H 0.58329 -2.32117 -1.11287 0.12
C -0.74248 -1.65158 0.48393 -0.28
N -0.71602 -0.23519 0.80075 -0.14
C -1.93342 0.53083 0.66642 -0.19
C -3.06307 0.25939 1.61851 -0.52
C -3.29398 0.81521 2.83930 -0.15
C -4.46476 0.32719 3.46339 -0.18
C -5.11693 -0.58632 2.70313 -0.41
S -4.31761 -0.86830 1.20772 1.03
H -6.02230 -1.11664 2.92112 0.06
H -4.80269 0.64806 4.43244 0.10
H -2.65338 1.55908 3.28048 0.12
H -2.30356 0.36742 -0.35342 0.12
H -1.65684 1.58785 0.76556 0.13
C 0.16903 0.03866 1.91893 -0.27
C 1.61620 -0.26351 1.46309 -0.07
H 2.09972 -0.94488 2.16119 0.12
H 2.20920 0.65171 1.44114 0.11
C -0.20058 -0.76174 3.17910 -0.14
C -0.23759 -2.25856 2.88698 -0.18
H 0.77015 -2.62550 2.68799 0.10
C -1.13792 -2.52671 1.68546 -0.14
H -1.08617 -3.57747 1.39483 0.12
H -2.17117 -2.30981 1.96005 0.07
H -0.61459 -2.79699 3.75927 0.11
H 0.52201 -0.54360 3.96750 0.12
H -1.18485 -0.44338 3.52680 0.09
H 0.07909 1.10598 2.15131 0.15
H -1.49259 -1.79676 -0.30203 0.14
H 2.66593 -1.23978 -0.14796 0.09
S 3.91802 0.62361 -1.32551 0.67
H 0.83655 1.97912 -2.41808 0.13
H 2.17029 3.68609 -3.29352 0.13
H 3.59700 2.95041 -2.51314 0.08
H 3.42975 1.04605 -4.18204 0.10
H 3.92089 2.63077 -4.83183 0.13
H 1.50490 0.12977 -4.93388 0.09
H 0.60669 0.99128 -6.21027 0.09
```



DFT (wB97M-V/def2-TZVPD) results for the molecule C17H27NO2.

Its SMILES is CCOc1cccc(OCCCCN2CCCCC2)c1. As for the calculated total energy: -23651.68941 eV. As for the LUMO energy: 0.03067 Eh. The HOMO energy comes out at -0.295 Ha. The multiplicity is 1. The energy above the lowest of the compared OMol25 structures with the same formula, charge and spin is 35.1 kcal/mol. Its charge is 0.

```
47
Properties=species:S:1:pos:R:3:lowdin_charge:R:1
C 2.32768 -2.37905 -1.78198 -0.06
C 2.57562 -2.56872 -0.28775 -0.24
O 2.07480 -3.79437 0.20389 -0.05
C 0.73996 -3.94893 0.43251 -0.26
C -0.21125 -2.94500 0.28337 0.04
C -1.54817 -3.20454 0.56792 -0.26
C -1.93068 -4.47247 1.00021 -0.02
C -0.98002 -5.46333 1.14563 -0.08
C 0.34902 -5.21387 0.86703 -0.02
H 1.10220 -5.97632 0.98004 0.11
H -1.27958 -6.44459 1.48142 0.11
H -2.97189 -4.65359 1.21102 0.11
O -2.55967 -2.29824 0.43862 -0.04
C -2.26835 -0.97627 0.04067 -0.20
C -1.67652 -0.13425 1.17651 -0.17
H -2.45302 0.00681 1.93112 0.12
C -1.16685 1.22550 0.69838 -0.17
H -1.03868 1.87129 1.56798 0.10
H -1.91315 1.67689 0.04260 0.11
C 0.18156 1.11337 -0.03929 -0.20
N 0.81349 2.31934 -0.50709 -0.19
C 0.21114 3.01688 -1.62106 -0.19
C -0.76178 4.13685 -1.22844 -0.19
C -0.06575 5.11043 -0.28237 -0.21
C 0.45730 4.34894 0.93163 -0.19
C 1.38636 3.21769 0.47036 -0.19
H 1.72283 2.63072 1.32754 0.12
H 2.27080 3.67453 0.00590 0.12
H -0.38516 3.94333 1.49407 0.10
H 1.01139 5.01874 1.59196 0.11
H -0.75611 5.89691 0.03023 0.11
H 0.77191 5.58302 -0.80151 0.11
H -1.64100 3.71956 -0.73513 0.10
H -1.09461 4.65394 -2.13038 0.11
H -0.29003 2.28639 -2.25976 0.12
H 1.02967 3.46628 -2.19956 0.12
H 0.05581 0.47279 -0.91866 0.11
H 0.89711 0.62294 0.63120 0.12
H -0.86226 -0.68647 1.65115 0.11
H -1.61147 -0.97654 -0.83737 0.12
H -3.23393 -0.56040 -0.26219 0.13
H 0.08941 -1.96640 -0.04843 0.08
H 3.65157 -2.62097 -0.09775 0.12
H 2.17006 -1.72418 0.28371 0.11
H 2.74412 -1.42819 -2.10352 0.08
H 2.80229 -3.18280 -2.33893 0.08
H 1.26383 -2.39367 -2.00549 0.07
```



Among the records above, which one has the highest calculated total energy?
C17H27NO2



Which value of multiplicity does entry 6 give?
1